Entry 1:
{
  "formula": "H74O37",
  "method": "the ωB97M-V functional and the def2-TZVPD basis",
  "species": ["H", "H", "O", "H", "O", "H", "H", "H", "O", "H", "O", "H", "H", "O", "O", "H", "H", "H", "H", "O", "H", "H", "H", "H", "H", "H", "O", "H", "O", "H", "O", "H", "H", "H", "H", "H", "H", "O", "O", "H", "H", "H", "H", "H", "H", "O", "H", "O", "H", "O", "H", "H", "O", "H", "O", "O", "H", "H", "H", "H", "O", "H", "O", "H", "H", "O", "O", "H", "H", "O", "H", "O", "O", "H", "H", "H", "H", "O", "H", "H", "O", "H", "O", "H", "O", "H", "O", "H", "H", "H", "H", "H", "H", "O", "H", "H", "O", "O", "H", "H", "H", "H", "O", "H", "H", "H", "H", "O", "O", "O", "H"],
  "coordinates": [[-1.004, -1.008, -3.867], [1.324, 0.405, -3.046], [4.582, -0.309, -2.249], [-1.312, 3.315, 2.646], [-2.283, -4.335, 4.250], [-5.827, -2.895, 1.724], [-0.211, 3.895, -1.422], [2.934, -1.255, 3.368], [3.026, 1.295, 0.467], [-2.593, -2.408, -1.530], [2.657, 2.919, -1.671], [-1.290, 5.971, 2.904], [-5.074, -1.014, 1.307], [-1.972, -1.369, 1.360], [-6.146, -2.229, 1.102], [4.871, -0.326, -1.283], [-5.929, -2.560, 0.223], [3.555, -1.910, 0.672], [1.256, 0.064, 3.753], [-1.095, 6.912, 3.080], [5.114, -0.861, 3.709], [2.133, 3.245, 0.657], [-1.798, -3.035, 0.998], [2.954, -2.344, 4.387], [-4.612, -0.002, 0.176], [-1.569, -4.884, 4.535], [0.354, 4.610, -1.781], [-1.250, -0.934, 0.912], [3.569, 2.008, 3.047], [3.208, 1.729, -0.353], [3.050, -2.364, -3.611], [5.147, 0.373, -2.691], [-1.836, -0.835, 4.617], [3.718, -1.798, -3.169], [-6.304, -4.297, 3.416], [-1.543, -1.353, 3.211], [2.193, 3.810, -1.774], [-1.343, 2.230, -3.896], [0.767, -3.603, -0.337], [0.631, -3.212, 2.434], [0.388, -2.759, -6.649], [0.256, -2.649, 3.785], [1.569, 1.197, -4.406], [3.262, 2.870, 2.732], [-0.512, 2.102, -3.483], [5.570, -0.200, 3.158], [0.167, -1.511, -5.863], [-3.880, 0.374, -1.875], [-3.293, -0.316, -4.380], [2.654, -1.692, 1.050], [-1.927, -3.437, 4.277], [5.096, 0.613, 3.339], [2.215, 3.718, 1.505], [-0.720, 1.667, -0.840], [3.235, -1.397, 4.284], [-4.135, -3.694, -0.586], [2.148, -1.990, 0.256], [2.557, 1.091, -6.653], [0.093, 5.345, -1.160], [0.802, -0.358, -0.045], [-5.911, -3.395, 3.557], [0.885, 6.746, 2.199], [-1.899, -4.044, 1.008], [-4.140, -4.136, -1.444], [2.979, -2.076, -4.522], [-1.398, 2.339, -0.908], [-2.224, -1.715, -2.119], [-5.042, -3.542, 3.889], [-3.265, -3.978, -0.155], [-4.444, -0.238, 1.101], [3.373, 1.361, 2.337], [-1.256, -0.554, -4.655], [0.862, -1.907, -6.434], [-4.379, 0.330, -2.695], [-1.358, 0.393, -4.387], [0.544, 0.173, 1.471], [-4.340, 0.661, -5.008], [0.954, -1.139, -1.947], [-2.729, -0.944, -2.055], [-1.107, 1.288, 2.759], [1.316, 6.305, 1.469], [6.318, -1.252, -0.031], [-2.003, 1.557, 3.054], [0.059, -1.554, -1.941], [0.908, -3.210, 3.352], [-2.479, 1.215, 2.353], [0.878, 0.721, 3.183], [0.244, -4.278, 0.150], [1.774, 7.014, 1.028], [-3.554, 1.264, -1.777], [0.082, 3.897, 2.134], [1.912, 4.628, 1.365], [2.152, -0.432, -6.345], [2.497, 0.384, -5.958], [2.796, 0.412, 0.257], [2.465, 2.487, -2.512], [-0.853, 3.860, 1.920], [0.200, 0.034, 0.547], [-1.915, 7.351, 3.214], [1.540, 1.396, 3.202], [1.505, -1.709, -2.491], [1.546, -4.089, -0.628], [-1.427, -1.550, 4.128], [-1.735, -4.431, 1.921], [-2.885, -0.895, 1.206], [-1.709, 2.861, -3.275], [5.522, -0.803, 1.257], [5.441, -1.254, 0.345], [1.383, 1.285, -3.458], [-4.271, -0.141, -4.368], [-1.413, 2.686, -0.010]],
  "relative_energy_kj_mol": 28.8,
  "e_lumo_ev": 0.08,
  "charge": 0,
  "e_tot_ev": -76966.1055
}


Entry 2:
{
  "formula": "C3HN3O",
  "method": "the ωB97M-V functional and the def2-TZVPD basis",
  "species": ["N", "C", "N", "H", "O", "N", "C", "C"],
  "coordinates": [[2.621, -0.344, 0.369], [1.499, -0.317, 0.088], [-1.322, -2.139, 0.295], [0.115, 1.940, -0.367], [-1.785, 1.223, -0.155], [-0.647, -1.264, 0.112], [-0.585, 1.095, -0.228], [0.103, -0.194, -0.114]],
  "relative_energy_kj_mol": 30.7,
  "e_lumo_ev": -0.63,
  "charge": 0,
  "e_tot_ev": -9642.4994
}


Entry 3:
{
  "formula": "C23H28BrN6O6Tc",
  "method": "the ωB97M-V functional and the def2-TZVPD basis",
  "species": ["O", "N", "H", "H", "H", "C", "C", "H", "H", "C", "H", "C", "C", "C", "H", "C", "H", "C", "N", "N", "C", "O", "C", "H", "H", "O", "C", "H", "C", "H", "H", "H", "H", "H", "O", "C", "C", "H", "H", "H", "Br", "N", "O", "C", "O", "H", "C", "N", "N", "C", "C", "C", "C", "H", "H", "H", "C", "Tc", "H", "H", "C", "H", "H", "H", "C"],
  "coordinates": [[0.320, 1.008, -0.459], [-1.017, -0.671, -2.404], [2.003, 6.799, -1.007], [0.806, -2.244, 4.132], [-1.642, -3.550, 0.490], [1.166, 4.943, -1.700], [-0.008, -1.457, 2.336], [5.611, -0.337, 0.011], [0.358, 2.998, -2.060], [0.147, -1.505, 3.699], [-1.036, 0.462, -4.194], [-2.603, -2.430, -1.743], [-2.583, -3.019, 0.605], [1.009, 3.260, -0.032], [-3.410, -3.707, 0.427], [-3.949, -1.188, -0.137], [-4.040, -0.315, -0.774], [-2.303, -1.333, -2.736], [-0.837, -0.562, 1.792], [-2.652, -1.888, -0.357], [1.554, 4.176, 0.861], [-2.975, 2.150, 2.081], [0.135, -1.509, -2.849], [1.703, 3.896, 1.895], [-3.555, -2.902, -1.993], [-2.201, 0.970, 0.325], [-2.312, 1.274, 1.631], [-1.943, 1.100, 4.438], [-0.569, -0.591, 4.471], [-4.012, -0.855, 0.895], [-2.273, -1.738, -3.749], [0.026, 1.076, -2.910], [-3.085, -0.574, -2.706], [-4.769, -1.879, -0.338], [1.333, -3.260, 1.589], [0.807, 3.662, -1.342], [0.627, -2.356, 1.307], [3.578, -1.601, -1.830], [-1.725, 1.292, -2.774], [4.371, -2.687, -0.695], [0.904, 5.543, -3.469], [2.637, -0.481, 0.970], [0.555, 1.690, 1.654], [3.603, -0.898, 0.202], [0.227, -2.052, 0.051], [1.059, -1.010, -2.564], [4.463, 0.710, 1.470], [4.727, -0.203, 0.463], [1.903, 5.410, 0.514], [1.713, 5.789, -0.748], [-0.936, 0.625, -3.120], [3.175, 0.523, 1.774], [-1.401, 0.355, 3.872], [2.583, 1.043, 2.505], [0.117, -2.481, -2.367], [0.104, -1.629, -3.933], [3.534, -1.999, -0.813], [-0.944, -0.480, -0.212], [2.607, -2.550, -0.682], [5.202, 1.382, 1.862], [-1.507, 0.341, 2.503], [-0.482, -0.619, 5.549], [-1.832, -3.200, -1.774], [-2.659, -2.637, 1.621], [0.593, 1.919, 0.475]],
  "relative_energy_kj_mol": 13.0,
  "e_lumo_ev": [-3.31, -4.93],
  "spin_multiplicity": 4,
  "charge": 1,
  "s2": 3.77,
  "e_tot_ev": -117769.1332
}


Entry 4:
{
  "formula": "C3H6N2O2",
  "method": "the ωB97M-V functional and the def2-TZVPD basis",
  "species": ["O", "H", "N", "O", "N", "H", "C", "C", "H", "H", "H", "H", "C"],
  "coordinates": [[-3.531, -2.113, 0.871], [1.340, 1.178, -1.626], [-0.709, 0.725, -0.049], [1.378, -0.309, -0.160], [-0.417, -1.433, 0.720], [0.283, -2.170, 0.735], [0.073, -0.375, 0.210], [-3.153, -1.051, 0.729], [-1.644, 0.641, 0.326], [-0.312, 1.647, -0.052], [2.926, 0.669, -0.984], [1.876, 1.707, 0.004], [1.889, 0.884, -0.724]],
  "relative_energy_kj_mol": 181.2,
  "e_lumo_ev": 0.80,
  "charge": 0,
  "e_tot_ev": -10282.9198
}


Entry 5:
{
  "formula": "C48H47F2N4O4PPbS",
  "method": "the ωB97M-V functional and the def2-TZVPD basis",
  "species": ["H", "C", "H", "C", "C", "C", "O", "S", "C", "O", "H", "C", "H", "H", "C", "C", "C", "Pb", "H", "H", "H", "C", "H", "H", "C", "H", "C", "C", "C", "C", "H", "H", "H", "C", "C", "O", "C", "H", "H", "C", "H", "C", "H", "P", "H", "N", "C", "H", "C", "C", "C", "C", "H", "H", "C", "H", "H", "O", "C", "C", "H", "H", "H", "H", "H", "C", "C", "C", "C", "H", "C", "C", "N", "C", "F", "H", "C", "H", "H", "H", "H", "C", "C", "C", "H", "C", "C", "N", "H", "H", "F", "H", "C", "H", "N", "H", "H", "H", "C", "H", "H", "C", "C", "H", "C", "C", "C", "H"],
  "coordinates": [[-2.957, 0.410, -6.278], [1.574, 1.326, 2.002], [5.489, -4.340, 0.262], [-3.290, -0.568, 0.646], [-0.757, 2.975, -0.506], [0.842, -2.059, -7.901], [-2.780, 0.133, -0.316], [-1.484, -0.649, -3.737], [4.252, 0.796, -3.613], [2.095, 0.820, 0.807], [4.054, 2.685, -4.613], [4.468, -2.491, 0.528], [-4.872, 0.448, -1.697], [6.532, 0.201, 4.091], [3.231, -1.788, 0.459], [-0.723, -0.104, -5.118], [3.399, 3.020, 2.255], [-0.634, 0.538, -0.890], [-0.507, 2.528, -9.071], [-3.916, -0.911, -2.306], [5.656, 1.405, -0.607], [-4.451, -2.130, 2.729], [5.363, -1.958, 0.829], [-1.322, 0.056, 3.409], [4.554, -3.803, 0.176], [3.505, -5.450, -0.768], [-2.128, 1.393, -9.922], [5.142, 0.056, 2.482], [-3.337, -1.386, 2.979], [-2.727, -0.620, 1.956], [1.128, -2.865, -7.217], [-0.114, -2.636, 0.255], [-0.366, 1.799, -4.510], [-4.878, -0.623, -1.892], [-1.530, 0.052, 2.338], [-0.282, 3.142, -6.540], [-3.501, 0.206, -8.342], [-0.270, -3.325, -9.263], [-5.663, -0.861, -2.608], [3.081, 2.017, -1.454], [2.907, 3.040, 6.076], [4.194, 3.832, 3.050], [-1.905, 1.686, -10.940], [3.364, -0.070, 0.311], [3.509, 3.061, 1.181], [-0.612, 0.573, 1.587], [5.857, 1.125, 0.418], [4.945, 4.461, 2.589], [4.191, -0.745, 3.337], [3.459, 0.672, -1.355], [2.250, 2.227, 4.212], [2.002, -2.512, 0.156], [1.329, -4.334, -0.821], [-4.354, -0.425, -8.124], [3.053, 3.029, 5.003], [-0.094, 3.330, 0.298], [3.585, -2.070, -2.343], [-5.207, -1.378, -0.729], [6.349, 0.452, 3.052], [2.438, 2.194, 2.830], [-0.449, -1.934, -5.764], [7.789, 2.044, 0.437], [1.660, -1.927, -8.610], [8.231, 1.440, 2.800], [-5.928, -2.639, 1.234], [7.298, 1.155, 2.330], [-4.499, -1.315, 0.439], [-3.205, 0.556, -9.652], [7.053, 1.492, 1.007], [-2.880, -1.391, 3.962], [-1.607, 1.473, -7.574], [3.404, -4.443, -0.381], [0.380, 1.150, 2.347], [3.275, 2.742, -2.617], [-0.376, 3.708, -1.644], [4.108, -0.295, 4.327], [-5.029, -2.075, 1.454], [4.574, -1.761, 3.459], [5.168, -1.653, -1.721], [3.197, -0.830, 2.908], [2.629, 2.516, -0.609], [-2.705, 0.662, -7.302], [-1.340, 1.861, -8.885], [-0.743, 2.027, -6.488], [2.948, 3.772, -2.670], [-0.437, -2.440, -8.648], [0.686, -0.769, -7.109], [-0.274, -0.976, -6.027], [-1.252, -2.658, -7.956], [-3.820, 0.186, -10.462], [-2.017, 3.437, -0.179], [0.663, -1.294, 1.236], [2.198, -3.826, -0.418], [1.648, -0.461, -6.689], [-0.534, 1.250, -5.342], [4.664, 4.451, 5.048], [4.742, 0.329, -4.460], [1.474, 1.610, 4.646], [3.886, 2.130, -3.699], [0.343, 0.017, -7.777], [-0.760, -1.626, -9.301], [4.445, -1.416, -2.498], [4.898, 0.409, 1.142], [-4.894, -2.754, 3.493], [0.760, -2.020, 0.442], [4.037, 0.032, -2.469], [4.035, 3.825, 4.427], [4.898, -1.657, -3.459]],
  "relative_energy_kj_mol": 96.3,
  "e_lumo_ev": -0.03,
  "charge": 0,
  "e_tot_ev": -95493.6483
}


Entry 6:
{
  "formula": "C27H43BClN4O5PSV",
  "method": "the ωB97M-V functional and the def2-TZVPD basis",
  "species": ["C", "H", "H", "H", "V", "C", "C", "C", "C", "H", "B", "H", "C", "C", "H", "H", "H", "H", "H", "H", "C", "H", "H", "C", "P", "Cl", "H", "C", "H", "O", "H", "C", "H", "H", "H", "C", "C", "N", "H", "C", "H", "C", "H", "C", "C", "N", "H", "H", "H", "O", "H", "O", "H", "C", "O", "H", "H", "H", "C", "C", "H", "N", "H", "H", "H", "H", "N", "C", "H", "C", "S", "H", "C", "H", "H", "O", "H", "C", "C", "C", "C", "H", "H", "H"],
  "coordinates": [[2.795, 1.730, 0.780], [2.546, 3.790, 1.665], [-5.238, -0.774, -1.661], [-2.173, -3.037, 1.256], [2.401, -1.147, 0.062], [-3.716, -0.102, -3.061], [-4.685, -1.169, -2.518], [-0.107, 2.154, -0.875], [-1.206, -3.129, 3.180], [-2.108, -2.766, -0.943], [3.295, 3.192, 0.928], [4.418, 3.145, 1.370], [5.657, 1.417, -1.826], [-2.320, -0.237, -2.435], [-0.086, 1.481, 1.136], [-0.419, -2.993, 1.171], [3.283, 3.654, -0.195], [-4.115, 0.892, -2.846], [-3.194, 0.032, -0.505], [-1.773, 0.694, -2.564], [-2.452, -0.630, -0.961], [-2.381, -2.812, 4.976], [3.513, 0.502, -3.211], [6.781, 1.687, -1.084], [-0.844, -0.425, -0.008], [2.443, -1.185, 3.085], [-3.512, 3.596, -0.040], [-1.329, -1.089, 1.682], [-3.481, -2.254, 0.034], [2.297, -2.053, 4.214], [-2.472, 0.366, 2.788], [-3.168, -1.581, 3.381], [6.285, -0.532, 1.453], [-0.169, -3.165, 3.506], [-1.593, -4.152, 3.217], [-2.009, -2.227, 4.131], [-2.961, -2.083, -0.910], [2.593, -0.581, -1.747], [-1.604, 4.998, 0.169], [-2.648, -0.601, 2.315], [-2.897, 1.452, 0.919], [4.722, 0.465, -1.395], [-0.625, 1.974, -1.818], [3.561, 0.166, -2.178], [-3.916, -2.411, -2.075], [2.408, 0.652, 0.602], [7.872, 1.234, 0.712], [-1.359, -1.447, 4.539], [-3.828, -1.046, 4.069], [1.619, -0.029, 3.251], [-0.279, -3.423, -3.043], [3.805, -0.834, 2.900], [0.393, 3.827, 0.357], [6.141, 0.009, 0.528], [4.164, -1.230, 0.171], [-4.614, -3.192, -1.766], [-0.082, -2.031, -4.040], [7.479, 2.446, -1.412], [1.169, -2.146, -2.446], [-2.093, 2.155, 0.711], [-2.775, 2.597, -1.282], [1.685, -0.984, -2.707], [-1.913, 2.708, 1.638], [-1.744, -1.011, -2.949], [-1.737, 4.719, -1.563], [0.908, 1.778, -0.990], [0.305, -2.674, -3.368], [-1.279, -2.627, 1.728], [0.519, 4.167, -1.355], [7.007, 0.993, 0.108], [1.539, -3.104, -1.047], [-5.423, -1.430, -3.279], [-0.789, 1.427, 0.300], [-3.637, -0.186, -4.149], [-3.430, -0.465, 1.561], [1.956, -1.929, 1.898], [-0.510, -0.716, 2.298], [-0.091, 3.657, -0.607], [-2.568, 3.141, -0.355], [4.985, -0.278, -0.211], [-1.522, 4.232, -0.608], [-3.766, -2.369, 2.912], [-3.358, -2.804, -2.930], [5.458, 1.962, -2.742]],
  "relative_energy_kj_mol": 115.5,
  "e_lumo_ev": [2.44, 2.27],
  "spin_multiplicity": 3,
  "charge": -1,
  "s2": 2.02,
  "e_tot_ev": -103903.0060
}